173
Properties=species:S:1:pos:R:3:forces:R:3 method="wB97M-V/def2-TZVPD" max_force_ev_per_a=3.4 de_lowest_kj_mol=0.0 homo_lumo_gap_ev=8.96
H -0.311 -4.375 -3.245 0.61 -0.12 -1.10
H -3.419 2.494 -1.710 -0.10 0.06 -0.05
O -1.475 -3.829 -1.854 -0.77 0.47 0.71
H -1.480 -1.844 -2.093 0.06 -1.23 -0.57
H 0.840 5.669 1.893 0.11 0.22 0.05
H 1.420 -2.044 5.127 0.34 0.14 -0.90
H 5.137 2.442 0.243 0.28 -0.24 0.15
N 0.200 3.132 0.607 0.12 0.53 0.12
C 3.921 -3.009 -0.168 0.14 0.12 0.21
C 2.891 5.513 2.145 0.53 0.01 2.92
H -1.642 -6.146 -4.288 -0.05 0.46 0.01
C -3.797 4.625 -2.293 0.90 -1.76 -0.09
H -0.232 3.063 1.517 -0.28 0.25 0.19
O -6.762 -2.759 -1.171 0.74 -0.28 0.84
H -2.737 3.751 -0.633 0.25 -0.49 -0.67
H 3.393 -3.643 -3.018 -0.20 -0.11 0.73
C 4.982 0.351 0.265 -0.74 -1.24 0.43
H 2.257 -4.089 -0.169 -0.75 -1.10 0.36
O -2.652 -4.451 0.779 0.00 0.18 -0.13
H 1.498 1.505 4.745 0.09 -0.29 -0.10
H -6.494 -2.352 0.866 -0.61 0.51 -0.59
C -0.411 -0.781 -4.462 2.26 -0.54 -0.11
H 4.867 -2.008 -5.593 -0.08 -0.41 -0.65
H 6.555 -3.297 -0.266 -0.17 0.05 -0.20
H -2.790 -6.253 -3.081 -0.33 0.37 0.74
H -7.008 3.362 -0.424 0.10 -0.53 -0.59
C 3.215 -1.196 -4.497 -0.50 0.10 0.12
H 3.613 3.730 1.467 -0.34 0.32 0.01
H 0.406 -5.340 -1.055 -0.69 -0.95 -1.20
H 4.513 -2.297 -0.756 0.03 -0.06 0.16
O -1.568 -0.927 -2.318 0.24 1.37 0.66
H 6.629 -4.686 0.753 -0.03 -0.97 0.02
H -2.360 1.267 -4.678 0.02 -0.47 1.52
C 5.423 1.608 0.913 -0.53 1.20 -0.20
H -1.314 6.112 -2.541 1.26 0.53 0.03
H -3.936 -2.647 2.442 0.18 -0.23 -0.28
H 1.960 4.113 1.054 -0.24 -0.67 -0.33
C 2.681 -3.441 -0.903 -0.91 0.60 -0.78
H -3.504 -4.915 0.784 0.27 0.16 0.11
N 1.748 -2.289 -1.141 0.95 -0.26 -0.08
C -0.555 3.214 5.167 -0.19 -1.50 0.50
H -0.035 1.015 1.999 -0.38 -0.38 0.09
H 3.387 -5.115 -2.025 0.24 -0.58 -0.05
H 1.841 0.152 -5.668 0.28 -0.35 0.23
H 2.221 6.529 -2.832 -0.71 0.16 -1.16
O 3.857 5.900 2.842 -1.22 -0.67 -1.63
H -0.829 1.540 -0.299 0.14 -0.16 -0.33
H -2.085 1.066 5.002 -0.64 -0.65 0.01
H -1.447 1.506 -3.122 -0.45 -0.43 -0.16
C -4.877 -0.120 0.810 0.33 0.71 -0.69
N 1.167 4.814 5.801 -0.04 -0.01 -1.19
H -3.861 6.636 -1.873 1.09 -0.91 0.32
H -3.138 -3.279 3.844 -0.31 -0.09 1.13
C 2.901 -0.092 -5.525 -0.04 -1.45 -0.95
C -3.512 -3.552 2.885 0.53 -0.61 -1.27
H 3.481 -2.501 0.734 1.07 -0.29 -0.35
H 1.541 -1.726 -0.321 0.60 0.05 0.02
H 3.383 0.803 -5.195 0.49 0.58 0.19
H 1.858 -4.401 -2.594 0.20 -0.25 -0.08
C -5.924 -3.894 -0.998 -1.71 -0.86 0.35
C 6.025 -3.833 0.530 0.50 0.82 -0.25
O 4.619 1.900 2.078 0.02 -0.37 0.42
H 4.469 -1.217 4.414 0.50 0.02 0.25
H 5.209 -0.538 0.899 -0.38 0.54 -0.09
H 0.485 -0.192 -4.102 -1.14 -0.34 -0.35
H 0.750 -1.914 3.449 0.23 -0.17 0.29
H -6.294 -4.715 -1.629 0.12 0.46 -0.21
H 1.198 -0.501 4.363 0.36 -0.04 -0.33
C -6.938 2.921 -1.459 -0.39 1.21 1.15
H 2.636 -2.141 -4.579 -0.38 0.68 -0.51
O 4.719 -4.189 0.156 -0.79 1.19 0.00
H -2.700 1.446 3.304 0.56 0.21 0.59
H -4.002 -0.174 -1.716 -0.73 -0.91 0.34
H 3.529 -3.511 4.395 -0.14 0.22 0.59
H -4.918 -0.547 1.774 0.03 -0.27 1.45
H -1.960 -4.139 -1.067 0.17 0.01 -0.11
H 1.353 4.745 6.786 0.09 -0.58 0.16
H 3.316 -0.401 -6.512 -0.27 0.38 0.51
H -0.622 -0.587 -5.532 0.36 -0.08 0.45
H 1.450 6.533 3.269 0.46 -0.27 -0.86
O 0.219 5.847 -0.485 -0.60 0.15 1.07
C -2.194 0.857 -3.619 0.40 0.15 -1.73
O 3.727 -0.710 4.094 0.89 0.77 0.12
H 5.451 0.120 -0.678 0.20 0.32 -0.49
H -2.963 2.573 4.715 0.36 -0.30 -0.49
H 7.045 0.861 1.901 0.49 -0.31 0.85
C -5.217 4.497 -1.740 0.16 -1.06 0.05
C 2.865 -4.198 -2.215 -0.24 0.75 -0.17
H 2.631 -1.342 2.450 0.61 0.55 -0.21
H -0.784 -5.726 2.441 -0.20 0.64 -0.25
H -0.591 -2.013 0.438 0.13 0.17 0.38
H -1.566 -5.033 3.835 0.23 0.01 1.26
H -0.618 2.636 6.124 -0.06 0.01 -0.44
C 1.519 -1.525 4.134 -1.80 -0.17 1.43
H -1.970 3.359 -2.280 -0.37 0.22 0.65
O -0.940 2.396 4.066 -1.33 -0.02 -0.43
H -7.107 1.864 -1.411 0.15 -0.61 -0.05
N -0.295 6.349 -2.661 -0.67 -0.09 0.73
C -1.725 -5.302 2.823 0.04 -1.80 -0.21
H 2.569 -1.331 -2.646 -0.03 0.35 0.29
H -7.341 -1.142 -0.255 0.29 0.74 0.48
H -5.153 -1.297 -2.246 0.15 -0.16 -0.49
N -4.916 -0.627 -1.540 0.13 0.63 0.51
H -0.686 -1.219 2.034 0.03 0.13 0.47
H 0.824 -2.570 -1.448 0.08 -0.55 -0.27
H 7.487 1.357 0.331 0.03 0.49 -0.20
H -3.133 0.816 -3.053 0.30 0.41 -0.40
H 4.441 1.144 2.689 0.49 0.42 -0.88
H -4.436 -2.070 -0.120 1.14 -0.72 0.82
H -4.919 -3.648 -1.265 0.89 -0.18 0.07
H -5.215 4.644 -0.636 0.22 0.10 -0.43
C -1.653 -0.570 -3.695 -1.22 -0.20 0.97
H 2.721 6.257 -1.384 -1.21 0.01 0.98
C -2.274 1.828 4.255 1.09 0.88 0.42
H -1.445 -0.524 0.562 0.42 0.42 0.15
H 1.739 2.206 6.390 0.13 -0.27 -0.21
C -6.493 -1.801 -0.119 0.18 -1.50 0.10
C 3.381 -3.047 3.426 0.20 0.06 0.21
C 0.546 6.273 -1.559 1.83 -0.65 -2.76
O 2.944 -0.635 -3.226 -0.02 -0.23 0.28
N 1.900 6.585 -1.895 0.00 0.03 0.79
H 0.690 2.327 -2.014 0.43 -0.39 0.05
O 0.723 -0.431 0.664 -2.66 -0.97 1.39
C 0.620 0.880 1.139 0.77 1.33 -0.90
H -1.080 -6.269 -1.057 -0.07 -0.72 0.08
H 2.701 -3.731 2.907 0.08 0.36 -0.21
C -0.574 -1.049 0.976 0.85 -0.97 -1.84
H -2.717 -4.736 -4.096 0.35 -0.53 0.63
H 2.112 2.314 -0.931 -0.80 -0.64 -0.18
H 5.394 -0.879 -4.420 -0.61 -0.29 0.24
C 1.814 2.368 5.308 0.00 2.03 -0.14
C 6.899 1.656 1.197 -0.61 -0.55 0.01
C 0.191 1.829 -0.006 0.69 -1.07 0.60
H -4.250 -4.367 2.853 -0.13 0.41 0.67
C 0.886 3.590 4.983 0.82 0.49 2.03
C -5.077 -1.231 -0.197 -1.20 2.06 -2.21
C 4.639 -1.678 -4.596 1.12 1.42 -0.41
H 1.928 5.317 5.350 -0.05 -0.09 0.38
H -3.878 0.384 0.684 -1.02 -0.42 0.04
C -2.906 3.449 -1.695 -0.47 1.27 -0.30
H -1.499 -3.371 2.114 -0.28 0.07 -0.49
H 3.902 0.471 0.109 0.10 -0.60 -0.08
H 1.428 0.715 -1.548 -0.45 1.04 0.39
H -0.272 3.833 0.055 -0.02 0.21 -0.04
H -3.706 4.600 -3.438 -0.63 -0.04 1.57
H 1.592 1.172 1.515 0.55 0.27 -0.12
H -6.053 -4.316 0.041 0.54 0.60 -0.61
N -3.192 5.832 -1.808 -0.68 2.05 -1.33
H -5.901 5.213 -2.173 -0.24 0.61 -0.25
H 0.015 6.772 -3.526 -0.08 -0.11 0.40
H 2.848 2.685 5.046 -0.54 -0.56 0.18
C 1.171 1.753 -1.198 0.10 0.42 0.01
C 2.860 -1.600 3.489 -1.23 -1.70 -0.95
H -2.423 -6.147 2.777 -0.11 0.14 0.25
H 4.830 -2.490 -3.935 0.20 -0.57 0.66
N 1.633 6.071 2.374 -0.06 0.08 -0.17
H -2.377 -1.236 -4.173 -0.49 0.14 0.01
H -5.707 0.626 0.724 0.80 -0.48 -0.07
N 2.881 4.423 1.314 0.82 0.96 0.05
H -0.088 -1.858 -4.338 -0.38 0.96 -0.34
H 7.144 2.615 1.616 0.51 0.27 0.10
H 0.218 -6.747 -2.305 -0.62 0.81 0.81
C -1.030 -4.906 -2.663 -0.17 -0.59 1.08
H 6.114 -3.194 1.410 -0.50 0.19 0.22
C -2.143 -5.509 -3.533 0.91 -0.11 -1.24
C -0.308 -5.927 -1.736 0.68 1.07 -0.16
H -2.812 5.732 -0.892 0.00 0.13 0.76
C -2.295 -4.125 2.139 -0.26 1.09 -0.94
H 1.074 3.969 4.009 -0.07 -0.15 -1.20
H 4.363 -3.089 2.959 -0.01 0.03 -0.40
H -7.761 3.384 -2.008 -0.01 0.08 -0.31
O -5.685 3.192 -2.010 0.13 -0.20 -0.25
H -1.258 4.016 5.311 -0.07 0.83 -0.33

---

176
Properties=species:S:1:pos:R:3:forces:R:3 method="wB97M-V/def2-TZVPD" max_force_ev_per_a=3.3 smiles=COC[C@H](C)N.COC[C@H](C)N.COC[C@H](C)N.COC[C@H](C)N.COC[C@H](C)N.COC[C@H](C)N.COC[C@H](C)N.COC[C@H](C)N.COC[C@H](C)N.COC[C@H](C)N.O.O de_lowest_kj_mol=404.5 homo_lumo_gap_ev=8.73
C -4.354 -4.489 2.737 -0.54 -0.27 0.82
H -2.006 3.049 1.081 -0.24 0.22 0.63
C 2.515 0.331 4.632 2.05 -0.86 -1.31
O 0.642 -0.269 -0.190 -0.73 0.03 -0.79
H 0.779 -1.991 -3.385 -0.03 0.32 -0.32
H 5.522 -3.789 1.001 0.01 -0.15 0.20
H -0.337 -4.741 -3.715 -0.24 -0.18 0.34
C -3.068 0.401 6.246 0.91 -0.99 -1.09
O -2.156 4.922 0.855 0.55 0.66 -2.22
H 5.057 -0.856 -1.867 0.14 -0.01 -0.04
H -4.081 -4.031 0.667 -0.10 -0.42 -0.16
H -0.126 -3.060 -7.128 0.27 -0.08 0.05
C 6.637 -3.023 -1.175 1.45 -1.88 -1.77
C -0.791 1.660 0.594 2.98 0.83 -1.26
C -0.674 0.180 0.230 0.15 -0.46 0.50
H -0.075 -5.441 -6.199 0.79 0.48 0.20
H -1.187 5.049 -1.076 -0.13 -0.81 0.17
H -0.985 4.253 -5.641 -0.20 0.05 -0.25
H -1.771 -5.922 -4.717 -0.34 -0.62 0.19
N 5.450 2.243 3.025 0.46 -0.36 0.00
H 1.609 -2.164 -0.652 0.03 0.74 -0.27
N 4.239 -1.021 3.391 -0.46 0.18 0.47
H 2.250 0.447 -2.205 0.00 0.37 0.48
H 3.170 5.051 -1.469 0.23 -0.56 -0.08
O 6.847 -4.495 -1.014 -0.37 0.87 0.47
H -4.934 -2.923 4.925 0.08 0.34 -0.24
H -0.969 -0.323 1.151 0.07 -0.48 0.28
H 1.307 1.852 1.368 -0.08 0.32 -0.57
O 0.987 -3.597 -4.734 0.25 0.89 0.45
H -1.324 0.706 4.898 0.49 0.14 0.92
H 2.401 -0.404 2.642 -0.48 0.18 -0.14
H 0.865 1.301 -4.467 -0.47 -0.04 -0.39
H 2.833 3.569 4.058 0.12 0.02 0.06
H -1.704 -4.304 0.477 0.33 0.20 0.33
H -2.581 2.086 0.027 -0.66 -0.43 -0.09
H 4.110 -0.824 -0.382 0.03 -0.08 0.11
H 8.096 -4.604 -2.620 0.10 0.20 -0.35
H 2.294 -2.326 4.985 0.23 0.00 0.24
C 1.495 -2.733 -3.736 0.85 -0.48 -0.30
H -3.971 -0.206 6.181 -0.20 0.10 0.05
C 2.385 2.706 4.551 0.48 0.24 -0.40
H 7.566 3.084 1.454 -0.02 0.03 0.20
C -3.941 -1.363 -5.137 0.37 -0.93 0.96
C 0.280 2.087 1.645 -0.87 -1.39 -0.15
H -6.698 -2.856 4.511 0.25 0.19 -0.14
H -1.426 -0.113 -0.502 -0.02 0.13 -0.21
H 5.539 4.138 2.266 -0.34 0.46 -0.61
H 8.074 -6.080 -1.793 -0.60 -0.07 0.83
H 3.360 3.223 1.803 -0.54 -0.38 -0.23
C -2.641 -0.886 -4.373 -0.88 0.88 0.03
H 7.540 -2.500 -0.859 0.03 0.11 0.58
H -0.006 4.781 -2.930 0.00 -0.30 0.16
H -1.462 3.296 -4.441 -0.47 -0.04 0.09
C -1.966 -1.235 4.519 -1.20 1.81 0.37
C -2.504 -1.261 -2.914 -0.94 -1.39 0.35
H -0.024 -2.325 0.008 -0.54 0.34 -0.73
N -1.958 -5.468 -5.599 -1.21 0.22 0.33
N -4.446 5.170 2.575 -0.06 -0.33 -1.12
H -1.125 -4.238 -7.909 -0.90 0.50 -0.10
C -4.397 4.393 1.316 -1.45 -0.88 -0.95
H -6.032 -2.883 -4.916 -0.09 -0.56 0.42
H 4.551 2.052 3.442 -0.02 0.18 -0.11
H 0.167 3.131 1.936 0.02 -0.06 0.13
H 1.162 -1.741 1.028 0.64 -0.50 0.14
H -6.499 3.736 1.505 -0.11 0.49 0.14
H 4.006 2.071 0.530 -0.03 -0.20 0.23
H 2.542 2.806 5.626 0.16 -0.19 0.13
H -3.232 1.342 -2.403 -0.21 -0.37 -0.45
H -3.212 -0.929 -2.154 -0.49 1.10 -0.49
H 6.093 -2.323 1.385 0.26 0.21 -0.07
H 3.003 0.405 -3.761 -0.04 -0.14 -0.33
H 1.870 -3.246 -2.850 -0.32 -0.57 0.27
H -0.588 2.296 -0.267 0.84 -0.37 -0.79
H 0.139 1.391 2.472 -0.21 0.34 0.74
C -0.332 -4.005 -4.520 0.49 -1.11 -1.42
C 8.039 -5.006 -1.608 -0.19 1.36 -1.11
C -1.038 -3.642 -7.000 1.71 -1.07 1.51
O -1.089 5.630 3.265 0.70 0.35 0.52
H -3.996 -2.109 2.106 -0.50 0.23 -0.29
H -1.766 -2.892 -6.692 -0.67 -0.52 -0.50
H -5.355 4.924 2.939 -0.08 -0.04 0.65
C 5.081 -1.088 -0.802 0.62 0.60 0.08
H 4.491 -3.004 -0.926 0.29 -0.87 -0.36
H 1.023 -2.103 3.878 -0.08 0.24 -0.44
H -2.488 0.923 2.987 0.00 -0.25 -0.48
H 2.328 3.640 -0.606 -0.01 -0.21 -0.94
H 6.498 3.443 0.110 0.28 -0.08 -0.24
H -3.999 -0.960 -6.148 0.58 -0.12 -0.40
H -4.589 6.122 2.270 0.17 0.58 0.22
H -1.275 6.492 -0.206 -0.08 0.32 0.28
C 0.862 2.160 -3.797 1.08 0.23 -0.40
H -3.109 2.850 -2.417 -0.13 0.15 -0.19
N -3.023 0.887 3.843 -1.15 0.01 -1.51
H -3.196 1.870 4.000 -0.13 0.05 0.58
C -5.842 4.143 0.736 1.07 -0.06 -0.34
H -4.733 -5.500 2.587 0.20 -0.23 -0.29
H 4.339 -1.428 2.472 0.05 -0.51 -0.14
N -0.797 3.364 -5.199 -0.72 -0.72 -0.22
C 2.792 -0.775 3.589 -0.08 -0.27 -0.30
H -4.898 -1.048 -4.722 0.16 0.47 0.77
H 6.036 2.680 3.722 0.08 -0.23 0.19
H 3.879 1.222 -2.526 -0.39 0.54 0.34
C -2.306 0.234 4.878 0.93 0.48 0.94
H -1.827 0.963 -3.880 0.28 -0.24 -0.18
C -1.128 5.422 -0.054 -0.72 0.78 0.18
H 8.961 -4.669 -1.134 -0.04 -0.08 0.51
H -1.408 5.629 2.362 -0.46 -0.15 -0.13
C -1.218 -3.156 5.497 -0.51 0.04 1.05
H -5.864 3.370 -0.032 0.41 -0.14 -0.13
N -2.572 0.564 -4.433 -0.90 0.48 -0.59
H 1.314 2.778 4.362 -0.13 -0.44 -0.15
H -3.335 1.436 6.460 0.11 -0.02 -0.18
H -2.477 -2.316 2.364 0.44 -0.66 -0.05
O 3.016 1.542 3.997 -2.48 0.18 1.23
H -0.123 5.307 0.352 -0.27 -0.44 0.21
H 2.413 -2.338 -4.173 -0.25 0.67 0.00
H -2.377 -5.769 1.096 0.03 -0.18 0.15
H 2.521 -2.969 3.412 -0.02 0.26 -0.40
H -3.744 6.040 0.043 0.05 0.40 0.25
H -1.008 -3.188 -4.268 -0.03 0.19 0.03
H 6.681 1.777 0.704 -0.29 -0.09 0.09
H -3.685 -4.537 3.597 -0.09 0.17 0.49
C 6.610 2.824 1.000 0.85 0.47 -1.01
H -4.022 3.389 1.516 0.20 0.10 0.28
C 4.142 3.004 1.076 -0.05 2.46 -0.48
H -2.926 -1.714 4.326 -0.19 -0.56 0.19
C -2.172 -4.733 1.363 -1.12 -0.60 -0.19
C 2.978 4.513 -0.541 -0.21 -0.83 1.29
H -2.456 -0.006 7.050 -0.04 0.15 0.04
H 6.589 -2.824 -2.246 -0.06 -0.11 -0.37
N 5.371 -2.800 0.864 -0.47 -0.36 1.31
O 2.213 2.281 -3.329 0.49 -0.44 0.87
C 5.438 3.130 1.862 -0.02 -0.82 0.68
H -2.215 -3.525 5.738 -0.28 -0.27 -0.23
C 5.395 -2.536 -0.536 -1.23 -0.13 0.08
H -5.486 -3.287 -6.522 0.25 0.74 -0.37
N -3.195 -2.571 1.700 -0.15 0.84 0.22
N -2.124 2.058 0.927 -0.56 -0.39 0.82
H 5.844 -0.486 -0.309 -0.01 0.43 -0.10
H -0.581 -3.566 6.281 0.32 0.25 -0.20
C 0.860 -1.688 -0.018 -0.48 0.64 1.93
H -1.351 -1.340 3.626 0.10 0.38 -0.42
H 0.181 1.936 -2.975 -0.25 0.20 0.33
O -1.268 -1.738 5.598 0.68 -1.36 0.28
H -2.612 -4.737 -5.358 -1.02 -0.13 0.13
H 1.479 0.312 4.968 -0.12 0.54 -0.25
C -3.481 5.005 0.258 0.47 0.06 1.45
C 2.112 -2.104 3.934 0.10 0.02 0.98
C 0.497 3.469 -4.589 1.08 -1.70 0.08
H 4.737 -0.146 3.303 0.09 0.44 0.17
O -3.955 -2.804 -5.111 -0.53 0.17 -0.52
H 1.653 4.916 -3.569 -0.02 0.04 0.32
H -6.221 5.032 0.230 -0.35 0.21 0.43
C 0.611 4.726 -3.827 0.82 1.25 0.80
O -5.545 -3.690 3.028 1.23 0.33 0.16
H 1.240 3.491 -5.386 0.08 0.04 -0.16
H 0.293 5.564 -4.448 0.02 0.07 -0.17
H -1.549 -4.735 2.258 0.20 0.24 -0.12
H -5.123 -4.465 -5.430 -0.23 0.07 1.03
H -3.531 4.515 -0.714 0.15 -0.56 0.12
C -5.768 -3.418 4.428 -0.02 -0.90 -0.76
C -3.492 -3.991 1.583 -0.24 0.88 -0.32
O -2.853 2.075 -1.918 0.25 0.36 0.39
H -1.776 -1.292 -4.896 -0.04 -0.50 -0.16
C -5.234 -3.381 -5.466 1.08 0.37 -0.72
H -1.292 4.754 3.592 -0.20 -0.15 0.05
O 4.190 4.118 0.103 0.03 -0.27 0.19
H -5.924 -4.357 4.960 -0.03 -0.23 0.09
H -0.934 -3.537 4.516 0.24 0.20 -0.16
H -2.480 0.860 -5.394 0.23 0.40 0.00
H 3.200 0.151 5.461 -0.27 -0.14 0.47
H -2.792 -2.310 -2.848 1.04 -0.52 0.10
H -1.528 -0.996 -2.508 0.21 -0.49 -0.23
C -0.785 -4.698 -5.837 0.68 1.47 -0.84
H 2.362 5.178 0.065 0.25 0.49 0.53
C 2.866 1.037 -2.884 -1.06 0.56 -1.44